{
  "formula": "C9H20IP",
  "method": "ωB97M-V/def2-TZVPD",
  "homo_energy_ev": -8.9,
  "de_lowest_kcal_mol": 69.7,
  "energy_ha": -993.83878,
  "lumo_ha": 0.021,
  "homo_lumo_gap_ev": 9.478,
  "elements": ["H", "H", "H", "C", "H", "H", "C", "H", "C", "H", "H", "H", "C", "C", "H", "H", "I", "H", "C", "H", "H", "H", "P", "H", "H", "H", "C", "C", "H", "C", "H"],
  "coordinates": [[-3.52888, -0.20907, -2.46698], [-6.05949, 2.11889, 1.79251], [4.18210, 0.19070, 0.91148], [-1.64674, -0.08430, -1.43442], [-1.25095, 0.35290, -2.34905], [3.44618, -2.30213, -0.73379], [4.32320, -0.79652, 0.27270], [0.75905, -1.38369, -1.64468], [-4.33302, 3.47143, 0.59999], [3.10745, -0.61115, -1.47691], [-5.40059, 1.12764, 0.18738], [-4.51314, 4.41526, 1.10016], [0.71665, -0.48594, -0.96623], [-0.68027, -0.56789, -0.41259], [1.44512, -1.64211, 0.75872], [-1.12247, -1.64005, -0.12085], [-3.95761, -1.36622, 0.01099], [3.70741, -1.53098, 2.07357], [3.13694, -1.19356, -0.56930], [1.99135, -0.02349, 0.83379], [5.22611, -0.52780, -0.32869], [-0.83031, 0.12109, 0.51956], [-5.91288, 2.41537, 0.35212], [-3.58278, 2.96227, 1.21324], [0.91820, 0.50370, -1.36850], [5.40653, -1.18688, 1.99553], [4.63342, -1.72988, 1.51241], [1.72534, -0.84813, 0.17717], [-3.83997, 3.58607, -0.32338], [-2.92777, -0.37275, -1.50760], [4.86183, -2.76277, 1.39165]],
  "atomic_forces_ev_per_a": [[0.79, -0.03, 1.76], [-0.15, 0.34, -1.07], [-0.21, -1.35, -1.72], [-0.09, -0.47, -0.80], [0.15, 0.22, 0.13], [-1.59, 1.53, -0.37], [1.41, 2.07, 2.04], [0.38, 1.44, -0.20], [-0.24, -1.60, 1.04], [0.24, -0.20, -0.54], [0.53, -0.09, -0.26], [-0.42, 0.19, -0.26], [0.28, -2.67, 2.19], [-2.40, 0.40, 1.92], [-1.13, -2.04, 1.34], [1.66, 2.10, -0.32], [0.05, -0.11, -0.11], [0.40, -0.89, 0.43], [-0.14, -0.94, 1.62], [-0.40, 0.31, 0.01], [-0.55, -0.71, 0.24], [0.45, -1.30, -1.26], [0.19, 0.90, 1.74], [-0.29, -0.17, 0.12], [0.12, -0.26, -0.43], [0.91, -0.04, 0.86], [-1.66, 2.19, -1.22], [2.89, 1.29, -3.56], [0.32, 0.57, -1.33], [-1.55, 0.06, -1.61], [0.05, -0.74, -0.37]],
  "nbo_charge": [0.2341, -0.0239, 0.1758, -0.2118, 0.2138, 0.2075, -0.3788, 0.2132, -0.8826, 0.2021, -0.0261, 0.2297, -0.4118, -0.4527, 0.2013, 0.2296, 0.1221, 0.1986, -0.4107, 0.1976, 0.2015, 0.2200, 0.2526, 0.2197, 0.2153, 0.2081, -0.6135, -0.3852, 0.2188, -0.3671, 0.2031]
}